Record 1
Molecular formula: C32H19BrCl5CoN4O4S2
Method: DFT, ωB97M-V/def2-TZVPD

Last column: Mulliken charge in e.
Element x y z (Å)
C (-0.912, -4.199, 1.548)  -1.083
C (-1.942, 4.401, 2.130)  0.379
Cl (0.147, -0.721, 4.113)  -0.109
C (-2.963, 2.489, 3.204)  -0.554
H (-0.278, -5.937, 0.467)  0.438
H (3.973, 1.803, -2.677)  0.298
H (-3.021, 1.413, 3.312)  0.508
C (-0.381, 1.097, -4.129)  -0.644
H (0.584, 1.205, -4.611)  0.418
C (3.531, 2.568, -2.039)  -0.724
H (-3.677, 1.452, -4.790)  0.384
C (-0.328, -4.856, 0.498)  -0.668
N (0.271, 1.561, 0.021)  1.726
O (-1.097, 5.019, 1.296)  -0.694
H (-1.437, -2.256, 2.364)  0.766
H (-1.330, -4.743, 2.384)  0.449
Cl (2.550, -5.569, 4.251)  -0.235
H (1.691, 0.405, -2.700)  0.792
C (0.217, -4.112, -0.571)  0.878
C (1.925, -1.483, 2.256)  -0.665
C (-3.782, 3.316, 3.941)  -0.848
H (-3.811, 0.700, -2.438)  0.444
C (-3.685, 4.695, 3.778)  -0.326
Cl (0.543, -3.513, 5.468)  -0.203
C (-0.964, -2.798, 1.554)  -0.166
C (3.072, -3.661, 2.388)  0.022
C (0.793, -4.663, -1.737)  -1.156
O (-1.842, 0.076, -0.938)  -0.480
Br (-1.414, 1.871, -6.672)  -0.279
C (-2.777, 5.227, 2.887)  -0.606
C (2.883, -2.427, 1.787)  0.520
C (1.455, -3.091, 4.067)  0.169
Co (-0.145, -0.133, 0.427)  -1.452
H (1.650, -4.264, -3.638)  0.384
H (0.863, -5.739, -1.839)  0.417
C (1.126, 1.778, -1.090)  0.555
H (-4.496, 2.898, 4.639)  0.400
H (-2.683, 6.296, 2.745)  0.416
S (2.901, 1.756, -0.530)  -0.156
C (0.159, -2.711, -0.454)  0.045
H (-0.598, 4.333, 0.790)  0.640
C (0.720, -1.858, -1.454)  0.527
C (1.238, -3.831, -2.735)  -0.703
C (-1.696, 0.520, -2.145)  0.411
C (1.270, -1.857, 3.470)  0.400
C (0.847, 0.550, -2.018)  -0.689
O (1.677, -0.390, 1.645)  -0.629
C (-2.849, 0.820, -2.921)  -0.973
S (0.892, 3.421, -1.850)  -0.242
H (4.323, 3.236, -1.705)  0.452
C (1.194, -2.434, -2.623)  -0.765
H (-4.326, 5.357, 4.348)  0.362
C (2.349, -4.015, 3.527)  0.342
H (1.556, -1.809, -3.428)  0.419
Cl (4.200, -4.784, 1.722)  -0.212
N (-0.433, -2.075, 0.593)  0.256
C (-2.776, 1.227, -4.234)  -0.435
N (-0.370, 2.540, 0.607)  -1.280
O (-1.275, 0.800, 1.772)  -0.681
H (2.219, 2.845, -3.752)  0.206
C (-0.439, 0.718, -2.796)  0.625
C (-1.534, 1.349, -4.842)  -0.301
H (2.726, 4.357, -2.995)  0.506
N (0.714, -0.557, -1.093)  0.908
C (-2.033, 2.999, 2.294)  0.174
Cl (3.804, -1.984, 0.402)  -0.152
C (-1.205, 2.048, 1.545)  1.012
C (2.434, 3.327, -2.799)  -0.538

Cartesian forces (eV/Å) of the 3 atoms listed first:
0.019 -0.297 -0.045
-0.143 -0.214 0.178
-0.013 0.046 0.100

- multiplicity = 4
- HOMO level (spin up / spin down) (hartree) = -0.1776 / -0.1761
- total charge = -1
- ⟨S²⟩ = 3.783
- orbital gap (spin up / spin down) (eV) = 6.91 / 5.96
- energy (eV) = -239598.4548
- largest force on an atom (hartree/bohr) = 0.02109

=====

Record 2
Molecular formula: C32H20B3N4O24V
Method: DFT, ωB97M-V/def2-TZVPD

Last column: Mulliken charge in e.
Element x y z (Å)
O (1.545, -4.463, -4.194)  -0.430
B (0.439, 4.087, 4.303)  1.046
C (1.214, -3.010, 3.219)  -1.082
C (-3.353, 3.550, 0.524)  -0.908
C (1.608, 2.519, 0.131)  -0.052
B (1.583, -4.458, -2.747)  1.297
C (2.055, 5.087, 5.629)  0.609
H (0.744, -3.919, 3.566)  0.516
O (-1.046, -3.506, -7.448)  -0.575
B (-1.166, -1.217, -4.885)  1.108
N (-1.629, 1.980, -0.206)  1.272
C (-0.356, 2.294, 3.164)  0.161
O (2.788, -5.348, -5.839)  -0.596
C (-1.376, 2.885, -1.175)  -0.431
C (-0.072, -4.273, -1.172)  0.368
O (-2.559, 2.337, 4.166)  -0.608
H (2.699, -0.529, -0.439)  0.585
C (-1.229, -0.415, -2.775)  0.463
N (1.020, -0.960, 1.970)  0.578
H (0.710, 3.000, 0.493)  0.658
O (0.910, -1.274, -7.639)  -0.593
O (4.515, -6.124, -3.548)  -0.611
O (-0.950, -0.134, -1.618)  -0.419
C (-2.644, 2.345, 0.584)  -0.344
C (0.725, -2.968, -1.248)  -0.145
C (0.155, -1.463, -6.745)  0.604
O (1.590, -3.074, -2.224)  -0.643
H (3.932, -1.110, 3.742)  0.468
V (-0.327, 0.125, 0.466)  1.755
O (2.136, 7.068, 4.154)  -0.576
N (1.526, 1.188, -0.043)  1.155
O (-2.292, -0.263, -4.812)  -0.474
H (-2.152, -0.233, 2.933)  0.459
H (-5.425, -2.806, 2.085)  0.418
C (1.697, 5.994, 4.405)  0.586
H (-3.416, 5.478, -0.520)  0.460
C (-4.513, -2.308, 1.783)  -0.400
H (-0.403, -2.523, 2.017)  0.263
O (0.590, -2.023, -0.522)  0.595
C (2.686, 3.280, -0.263)  -1.493
O (-0.998, -4.396, -0.420)  -0.605
O (-0.499, 1.376, 2.386)  0.437
O (2.864, -5.154, -2.380)  -0.544
O (-0.990, 3.919, 4.638)  -0.530
H (-2.919, 1.693, 1.405)  0.191
C (-2.988, 4.490, -0.425)  -0.590
C (-2.251, 0.360, -3.639)  0.212
C (2.958, -1.377, 3.364)  -1.118
C (2.184, -0.602, 2.523)  -0.144
O (2.848, 5.294, 6.484)  -0.564
O (1.265, 4.009, 5.525)  -0.518
C (-1.479, 2.847, 4.067)  0.256
H (4.810, 3.153, -0.614)  0.399
O (0.708, 5.396, 3.770)  -0.521
O (-2.949, 1.259, -3.285)  -0.579
C (-2.833, -1.788, 0.168)  -0.366
H (2.992, -3.261, 4.393)  0.389
H (-1.794, 4.755, -2.164)  0.444
O (-0.809, -1.423, -3.435)  -0.447
H (2.731, 4.327, 0.010)  0.434
H (2.610, 0.357, 2.249)  0.327
H (-4.138, 3.816, 1.217)  0.498
C (-2.037, 4.074, -1.361)  -1.029
C (-2.676, -0.871, 2.229)  -0.143
C (3.471, -5.535, -3.492)  0.535
O (-1.527, -2.482, -5.500)  -0.557
C (2.594, -5.113, -4.685)  0.591
O (0.694, 3.024, 3.306)  -0.533
N (-2.152, -0.947, 0.991)  0.827
C (3.859, 1.236, -0.584)  -1.084
H (-4.210, -1.413, 3.683)  0.469
C (-3.985, -2.483, 0.539)  -1.188
H (-4.398, -3.174, -0.183)  0.462
H (-2.373, -1.891, -0.802)  0.521
C (2.657, 0.551, -0.410)  -0.475
C (0.547, -2.148, 2.382)  -0.305
H (4.751, 0.662, -0.791)  0.507
O (-0.004, -0.752, -5.658)  -0.536
H (-0.543, 2.671, -1.835)  0.529
C (-3.779, -1.554, 2.703)  -1.096
C (3.868, 2.623, -0.567)  -0.392
C (-0.867, -2.653, -6.656)  0.621
O (0.374, -5.062, -2.109)  -0.498
C (2.455, -2.629, 3.695)  -0.326

Cartesian forces (eV/Å) of the 3 atoms listed first:
-0.392 0.008 0.156
0.053 0.671 1.139
0.438 0.234 0.634

- multiplicity = 4
- HOMO level (spin up / spin down) (hartree) = -0.2399 / -0.2717
- total charge = -1
- ⟨S²⟩ = 3.755
- orbital gap (spin up / spin down) (eV) = 7.93 / 8.61
- energy (eV) = -116347.8605
- largest force on an atom (hartree/bohr) = 0.03839

=====

Record 3
Molecular formula: C32H20Cl2N6O5Ru
Method: DFT, ωB97M-V/def2-TZVPD

Last column: Mulliken charge in e.
Element x y z (Å)
H (-1.039, -3.954, 4.684)  0.416
H (-4.457, 1.715, 1.458)  0.432
C (1.117, 0.971, 2.846)  1.031
C (0.829, 4.892, -1.676)  -0.318
N (-2.160, 0.885, 1.231)  -1.077
H (2.213, -0.575, -4.504)  0.677
C (1.181, -3.484, -2.195)  -0.743
C (-3.961, 0.674, -0.327)  -0.174
H (-6.180, -0.322, -2.684)  0.442
O (1.948, 0.194, 0.707)  -0.469
O (-1.700, 0.279, -0.945)  -0.831
H (-2.744, -0.415, -2.114)  0.349
H (-3.177, -2.696, 4.317)  0.411
N (0.429, -1.838, -0.512)  0.608
C (1.024, 2.528, -1.902)  0.216
C (0.240, 4.686, -0.437)  -0.903
H (-0.993, 1.297, 3.306)  0.244
C (0.522, -2.734, 0.494)  -0.010
N (-0.793, 0.714, 1.377)  2.242
H (4.241, 0.324, 1.701)  0.467
C (1.439, 1.308, -2.712)  0.598
Cl (1.885, -5.397, -3.949)  -0.249
C (3.473, 0.629, 2.400)  -0.664
C (-2.396, -2.708, 3.569)  -0.787
C (2.138, 0.596, 1.930)  0.453
C (1.376, -1.127, -2.614)  0.080
H (-3.468, -1.462, 2.175)  0.394
H (-0.389, 3.180, 0.975)  0.428
N (0.456, 2.336, -0.696)  0.620
C (-0.252, -3.384, 2.773)  -0.695
H (-0.090, 5.511, 0.179)  0.421
C (1.016, -2.176, -1.740)  -0.107
C (-5.826, 0.138, -1.770)  -0.738
Cl (2.807, -2.995, -5.838)  -0.251
Ru (0.252, 0.269, -0.323)  -1.170
C (0.070, 3.390, 0.018)  -0.217
C (1.472, 1.364, 4.149)  -1.048
H (0.687, -3.910, 2.856)  0.461
H (0.674, 1.643, 4.828)  0.357
C (-4.859, 1.282, 0.552)  -0.168
C (-6.213, 1.328, 0.286)  -0.905
C (1.713, -3.740, -3.447)  0.054
H (-7.753, 0.766, -1.107)  0.368
O (1.346, -3.644, 0.588)  -0.746
C (2.100, -2.700, -4.277)  0.047
C (-1.209, -3.403, 3.767)  -0.423
O (-3.673, -0.505, -2.421)  -0.697
C (-2.517, 0.615, 0.008)  1.453
O (1.990, 1.493, -3.793)  -0.800
N (1.125, 0.149, -2.103)  0.733
C (-0.295, 0.992, 2.528)  -1.076
N (-1.645, -2.002, 1.414)  -0.055
C (1.926, -1.391, -3.861)  -0.963
H (-6.890, 1.810, 0.978)  0.394
H (0.905, -4.315, -1.568)  0.577
C (1.228, 3.795, -2.420)  -0.791
C (-6.693, 0.745, -0.885)  -0.254
H (4.819, 1.037, 3.993)  0.388
C (-2.563, -2.027, 2.374)  -0.074
C (-4.454, 0.100, -1.510)  0.314
H (0.973, 5.895, -2.057)  0.410
C (3.782, 1.023, 3.678)  -0.394
H (3.020, 1.707, 5.586)  0.379
H (1.690, 3.871, -3.393)  0.547
C (2.777, 1.401, 4.577)  -0.758
C (-0.507, -2.656, 1.610)  0.545

Cartesian forces (eV/Å) of the 3 atoms listed first:
-0.002 0.006 0.009
0.006 -0.001 0.005
-0.044 -0.011 -0.011

- multiplicity = 2
- HOMO level (spin up / spin down) (hartree) = -0.1664 / -0.1685
- total charge = -1
- ⟨S²⟩ = 0.755
- orbital gap (spin up / spin down) (eV) = 6.74 / 6.43
- energy (eV) = -80319.2371
- largest force on an atom (hartree/bohr) = 0.00821

=====

Energy relative to the best compared isomer or geometry (same formula, charge and spin), respectively: 48.4; 18.2; 0.0 kcal per mole.